1.
C2H5N3O in the gas phase at a distorted geometry. Source: the OMol25 dataset; level of theory: the ωB97M-V functional and the def2-TZVPD basis.

```
! wB97M-V def2-TZVPD RIJCOSX def2/J DEFGRID3
* xyz 0 1
O -0.110 1.206 -0.089
N 2.336 0.149 0.233
N 0.052 -0.195 -0.455
N -2.197 0.133 0.170
C 1.334 -0.707 0.016
C -1.156 -0.698 -0.113
H 1.618 -1.855 0.543
H -1.050 1.193 0.672
H -2.887 -0.565 0.709
H 1.931 1.140 -0.150
H -1.136 -1.740 -0.120
*
```

Output
**Orbital gap**: 10.55 eV
**LUMO level**: 0.5756 eV
**Largest force on an atom**: 0.102 hartree/bohr
**SMILES**: [H]/N=C\N(O)/C=N/[H]
**Electronic energy**: -8667.7394 eV
**Energy above the lowest of the compared OMol25 structures with the same formula, charge and spin**: 136.1 kcal per mole

2.
C2H5N3O in the gas phase at a distorted geometry. Source: the OMol25 dataset; level of theory: the ωB97M-V functional and the def2-TZVPD basis.

```
! wB97M-V def2-TZVPD RIJCOSX def2/J DEFGRID3
* xyz 0 1
O 0.769 -1.235 2.408
N -0.552 -0.250 0.859
N -0.553 0.426 -1.466
N 0.768 0.834 -1.355
C -1.111 0.024 -0.380
C 0.629 -0.793 1.245
H 0.994 1.310 -2.175
H 1.082 1.397 -0.558
H -1.310 -0.539 1.604
H -2.151 -0.365 -0.535
H 1.434 -0.809 0.354
*
```

Output
**Orbital gap**: 9.68 eV
**LUMO level**: 0.8034 eV
**Largest force on an atom**: 0.081 hartree/bohr
**SMILES**: N/N=C\NC=O
**Electronic energy**: -8671.1956 eV
**Energy above the lowest of the compared OMol25 structures with the same formula, charge and spin**: 56.4 kcal per mole

3.
C2H5N3O in the gas phase. Source: the OMol25 dataset; level of theory: the ωB97M-V functional and the def2-TZVPD basis.

```
! wB97M-V def2-TZVPD RIJCOSX def2/J DEFGRID3
* xyz 0 1
O 0.080 -0.451 -0.772
N 2.032 -0.560 0.437
N -1.842 -0.376 0.377
N -0.303 1.461 0.439
C 1.444 -0.420 -0.663
C -0.685 0.311 0.078
H 1.893 -0.328 -1.655
H -0.977 1.891 1.067
H 3.040 -0.540 0.294
H -2.035 -1.175 -0.208
H -2.648 0.186 0.606
*
```

Output
**Orbital gap**: 10.38 eV
**LUMO level**: 0.8868 eV
**Largest force on an atom**: 0.009 hartree/bohr
**SMILES**: [H]/N=C/O/C(N)=N/[H]
**Electronic energy**: -8672.3748 eV
**Energy above the lowest of the compared OMol25 structures with the same formula, charge and spin**: 29.2 kcal per mole

4.
C2H5N3O in the gas phase at a distorted geometry. Source: the OMol25 dataset; level of theory: the ωB97M-V functional and the def2-TZVPD basis.

```
! wB97M-V def2-TZVPD RIJCOSX def2/J DEFGRID3
* xyz 0 1
O -0.480 0.165 0.820
N 0.030 -0.893 -0.023
N 1.916 -0.186 0.551
N 1.651 0.157 1.626
C 0.007 -0.417 -1.353
C 0.256 0.127 2.012
H -0.880 0.170 -1.673
H 0.062 1.095 2.612
H 0.030 -0.790 2.694
H 0.085 -1.350 -2.049
H 0.865 0.269 -1.522
*
```

Output
**Orbital gap (alpha / beta)**: 8.72 / 9.19 eV
**LUMO level (alpha / beta)**: 0.2739 / 0.3505 eV
**Largest force on an atom**: 0.063 hartree/bohr
**Electronic energy**: -8667.8853 eV
**Energy above the lowest of the compared OMol25 structures with the same formula, charge and spin**: 132.8 kcal per mole